Computed, not measured: a 2-piece molecular cluster, C2HBrF2S overall, with ωB97M-V with the def2-TZVPD basis set.

Summary:
2S+1 = 1
ΔE to the lowest compared entry with this formula, charge and spin = 58.8 kcal per mole
E_HOMO = -9.834 eV
calculated total energy = -88399.3935 eV
orbital gap = 9.557 eV
largest force on an atom = 6.08 eV/A

CARTESIAN COORDINATES (ANGSTROEM)
C: 0.030 -0.554 -0.372
C: -0.115 0.753 0.181
F: -1.094 1.177 0.878
F: 1.007 1.231 0.849
S: -0.031 0.697 -1.600
Br: 1.406 -1.711 0.097
H: -1.203 -1.592 -0.033

Forces on atoms 1 to 3 (eV/Å):
-4.20 -4.22 1.25
3.35 0.68 0.56
-2.56 0.54 0.69

=====

Computed, not measured: one molecule with the formula C2HBrN2O2, with ωB97M-V with the def2-TZVPD basis set.

Summary:
2S+1 = 1
ΔE to the lowest compared entry with this formula, charge and spin = 82.2 kcal per mole
E_HOMO = -11.648 eV
calculated total energy = -79203.0559 eV
orbital gap = 11.117 eV
largest force on an atom = 5.83 eV/A

CARTESIAN COORDINATES (ANGSTROEM)
C: -0.991 -0.625 -1.027
C: -0.156 0.507 -0.104
N: -1.588 -1.305 -1.713
N: 0.931 -0.261 0.690
O: 1.908 -0.592 0.107
O: 0.693 -0.418 1.830
Br: -1.301 1.579 1.060
H: 0.504 1.114 -0.843

Forces on atoms 1 to 3 (eV/Å):
2.75 3.95 3.29
-0.32 -1.27 -3.22
-0.78 -1.02 -0.88

=====

Computed, not measured: a 2-piece molecular cluster, C2HBrN2S overall, with ωB97M-V with the def2-TZVPD basis set.

Summary:
2S+1 = 1
ΔE to the lowest compared entry with this formula, charge and spin = 67.7 kcal per mole
E_HOMO (spin up / spin down) = -8.532 / -8.531 eV
calculated total energy = -85944.1698 eV
orbital gap (spin up / spin down) = 7.470 / 7.468 eV
largest force on an atom = 4.79 eV/A

CARTESIAN COORDINATES (ANGSTROEM)
C: 1.459 0.291 -0.697
C: -0.874 -0.441 -0.036
N: 1.713 0.477 0.423
N: -1.318 0.241 0.878
S: -1.108 1.176 2.093
Br: -1.290 -1.936 -0.957
H: 1.417 0.192 -1.703

Forces on atoms 1 to 3 (eV/Å):
1.18 0.86 4.56
-2.42 1.64 2.10
-0.25 -0.28 -1.91

=====

Computed, not measured: a 2-piece molecular cluster, C2HBrO overall, with ωB97M-V with the def2-TZVPD basis set.

Summary:
2S+1 = 1
ΔE to the lowest compared entry with this formula, charge and spin = 67.7 kcal per mole
E_HOMO (spin up / spin down) = -9.250 / -9.255 eV
calculated total energy = -74175.7696 eV
orbital gap (spin up / spin down) = 8.036 / 8.033 eV
largest force on an atom = 2.98 eV/A

CARTESIAN COORDINATES (ANGSTROEM)
C: -1.212 -1.782 -0.553
C: 0.423 0.844 1.049
O: -0.294 -1.858 -1.212
Br: -0.114 2.423 0.185
H: 1.197 0.372 0.531

Forces on atoms 1 to 3 (eV/Å):
0.71 -0.07 -0.53
-2.23 1.35 1.45
-0.71 0.08 0.54

=====

Computed, not measured: C2HCl2FO as an isolated structure, with ωB97M-V with the def2-TZVPD basis set.

Summary:
2S+1 = 1
ΔE to the lowest compared entry with this formula, charge and spin = 29.1 kcal per mole
E_HOMO = -10.657 eV
calculated total energy = -31897.8661 eV
orbital gap = 10.791 eV
largest force on an atom = 4.16 eV/A

CARTESIAN COORDINATES (ANGSTROEM)
C: 0.231 -0.083 0.314
C: -0.486 1.409 0.208
H: 0.268 2.512 0.494
O: -1.573 1.475 -0.315
F: 0.073 -0.527 1.607
Cl: -0.994 -1.138 -0.480
Cl: 1.770 0.107 -0.435

Forces on atoms 1 to 3 (eV/Å):
-3.95 1.26 0.36
0.36 1.70 -0.87
-2.10 -3.41 -0.57

=====

Computed, not measured: a 2-piece molecular cluster, C2HCl2FOS overall, with ωB97M-V with the def2-TZVPD basis set.

Summary:
2S+1 = 1
ΔE to the lowest compared entry with this formula, charge and spin = 68.0 kcal per mole
E_HOMO = -9.171 eV
calculated total energy = -42731.6215 eV
orbital gap = 7.920 eV
largest force on an atom = 7.79 eV/A

CARTESIAN COORDINATES (ANGSTROEM)
C: -0.674 -0.531 -0.128
C: 0.402 0.165 0.421
H: 0.887 -1.857 -1.284
O: -0.302 -1.261 -1.228
F: 0.068 0.585 1.689
S: -2.390 -0.201 0.153
Cl: 0.549 1.553 -0.761
Cl: 1.850 -0.842 0.273

Forces on atoms 1 to 3 (eV/Å):
-5.97 -2.88 -4.09
1.34 2.72 1.81
-4.93 3.12 1.02

=====

Computed, not measured: a 2-piece molecular cluster, C2HCl2NS2 overall, with ωB97M-V with the def2-TZVPD basis set.

Summary:
2S+1 = 1
ΔE to the lowest compared entry with this formula, charge and spin = 71.4 kcal per mole
E_HOMO = -8.733 eV
calculated total energy = -50291.5116 eV
orbital gap = 7.272 eV
largest force on an atom = 1.32 eV/A

CARTESIAN COORDINATES (ANGSTROEM)
C: 0.278 -1.910 -0.359
C: 1.252 -1.247 -0.181
N: -0.303 1.524 0.897
S: -1.432 1.560 1.994
S: 0.011 1.489 -0.592
Cl: 2.478 -0.216 0.219
Cl: -1.788 1.445 -1.732
H: -0.498 -2.645 -0.246

Forces on atoms 1 to 3 (eV/Å):
-0.64 -1.07 0.43
0.79 0.70 0.40
0.02 0.16 0.28

=====

Computed, not measured: C2HCl4OP as an isolated structure, with ωB97M-V with the def2-TZVPD basis set.

Summary:
2S+1 = 1
ΔE to the lowest compared entry with this formula, charge and spin = 87.8 kcal per mole
E_HOMO (spin up / spin down) = -8.881 / -10.018 eV
calculated total energy = -63513.6713 eV
orbital gap (spin up / spin down) = 6.711 / 8.714 eV
largest force on an atom = 6.71 eV/A

CARTESIAN COORDINATES (ANGSTROEM)
C: -0.557 0.572 -0.071
C: 1.178 1.365 0.512
O: -0.192 -1.967 0.974
P: -0.614 -1.170 -0.171
Cl: 1.330 2.975 0.747
Cl: 2.133 0.249 1.277
Cl: -2.586 -1.326 -0.522
Cl: 0.216 -1.887 -1.872
H: -0.907 1.189 -0.876

Forces on atoms 1 to 3 (eV/Å):
5.11 2.63 1.40
-5.28 -3.69 -1.89
0.28 0.10 0.20

=====

> What is the largest force on an atom in the third record?

4.79 eV/A

=====

> What is the ΔE to the lowest compared entry with this formula, charge and spin in the seventh record?

71.4 kcal per mole

=====

> Look up the calculated total energy of the third one.

-85944.1698 eV

=====

> Which formula does entry 6 have?

C2HCl2FOS